Entry from OMol25: a single CH4N2OS molecule at a distorted geometry (ωB97M-V/def2-TZVPD).

Last columns: bonded neighbours and bond lengths (Å).
Element x y z (Å)
1 N -0.3863 0.1419 -0.9733  C2 1.310, H6 1.022, H7 1.073
2 C -0.1050 0.9124 0.0480  N1 1.310, O3 1.179, N4 1.730
3 O -0.5910 1.7409 0.7316  C2 1.179
4 N 1.3707 0.2036 0.6073  C2 1.730, S5 1.709, H8 0.967
5 S 2.4982 -0.4728 -0.4852  N4 1.709, H9 1.337
6 H 0.2819 -0.5979 -1.1980  N1 1.022
7 H -1.2068 0.4132 -1.6097  N1 1.073
8 H 1.7746 0.6889 1.3398  N4 0.967
9 H 2.9373 0.6006 -1.1514  S5 1.337

DFT total energy = -623.4154 a.u.
molecular weight = 92.1 g/mol
Kohn-Sham gap = 10.04 eV
SMILES = NC(=O)NS
relative energy (zero: lowest compared OMol25 entry of this formula, charge and spin) = 115.1 kJ/mol

Here are the Löwdin charges for atoms 1 to 2, given in e: 0.12 -0.54